9
Properties=species:S:1:pos:R:3 method="wB97M-V/def2-TZVPD" gap_ha=0.3195 homo_energy_ev=-9.3 de_lowest_kj_mol=178.94 e_tot_ha=-1004.31938 mol_weight_g_mol=121.2 e_lumo_ev=-0.57
O -2.463 -1.354 -0.034
C -1.933 -0.276 -0.104
N -0.497 0.059 0.000
S -0.088 1.785 0.042
C 0.539 -0.903 0.190
S 2.119 -0.712 -0.075
H -2.387 0.694 -0.093
H 1.211 1.658 -0.201
H 0.220 -2.028 0.571